ORCA calculation (ωB97M-V/def2-TZVPD) on 9 unconnected molecules or ions with the total composition C76H163N9O9 in a non-equilibrium geometry.

Net charge: 0
LUMO energy, Eh: 0.020
Gap between HOMO and LUMO, eV: 8.67

Each line ends with the Mulliken charge.
Element x y z (Å)
C1 -1.71 0.47 -6.78  -1.39
C2 -0.50 0.68 -5.79  2.11
C3 0.17 -0.58 -5.38  -0.79
C4 0.57 1.54 -6.41  -0.90
C5 0.14 2.98 -6.69  -1.04
C6 -0.21 3.70 -5.32  -1.04
C7 -1.32 2.89 -4.59  1.83
C8 -1.30 3.44 -3.10  -2.40
C9 -2.71 3.02 -5.17  -1.42
N1 -0.82 1.49 -4.55  0.18
O1 -1.62 0.64 -3.74  1.74
H1 -1.95 1.20 -7.58  0.23
H2 -1.64 -0.55 -7.21  0.45
H3 -2.59 0.40 -6.07  0.30
H4 0.74 -1.03 -6.19  0.85
H5 0.79 -0.38 -4.53  -0.79
H6 -0.56 -1.34 -5.09  -0.80
H7 1.38 1.61 -5.72  -0.23
H8 0.93 1.15 -7.39  0.48
H9 0.96 3.49 -7.20  0.55
H10 -0.75 3.07 -7.31  0.31
H11 -0.68 4.70 -5.45  0.51
H12 0.70 3.79 -4.69  0.07
H13 -1.31 4.55 -3.14  0.40
H14 -0.34 3.18 -2.73  0.52
H15 -2.11 3.10 -2.52  0.21
H16 -2.65 2.80 -6.24  0.30
H17 -3.09 4.04 -5.00  0.47
H18 -3.41 2.33 -4.66  0.04
H19 -2.48 0.47 -4.17  -0.58
C10 1.73 5.65 3.52  -1.96
C11 2.95 5.79 2.59  1.62
C12 3.68 7.07 2.93  -1.77
C13 3.78 4.49 2.81  -0.49
C14 4.79 4.23 1.70  -0.96
C15 4.03 4.06 0.35  -0.43
C16 3.27 5.40 0.06  1.64
C17 4.32 6.50 -0.32  -1.69
C18 2.36 5.11 -1.18  -1.82
N2 2.47 5.69 1.18  0.94
O2 1.66 6.84 0.84  -0.62
H20 2.10 5.66 4.54  0.53
H21 1.12 6.50 3.38  0.74
H22 1.19 4.72 3.32  -0.14
H23 3.67 7.20 3.98  0.52
H24 4.71 7.02 2.62  0.42
H25 3.29 8.00 2.53  0.31
H26 4.31 4.51 3.79  0.43
H27 3.04 3.66 2.87  -0.28
H28 5.45 5.12 1.60  0.26
H29 5.37 3.38 1.99  0.53
H30 3.51 3.15 0.44  -0.36
H31 4.73 3.94 -0.46  0.39
H32 5.31 6.48 0.24  0.30
H33 3.90 7.49 -0.19  0.26
H34 4.63 6.42 -1.35  0.52
H35 1.84 6.02 -1.53  0.48
H36 1.57 4.38 -0.95  0.07
H37 2.90 4.72 -2.04  0.41
H38 2.25 7.58 0.97  0.35
C19 3.17 -5.01 3.51  -2.02
C20 3.95 -4.12 2.53  2.08
C21 2.92 -3.02 2.12  -1.30
C22 5.19 -3.54 3.30  -1.50
C23 6.10 -2.74 2.35  -0.63
C24 6.52 -3.73 1.24  -1.48
C25 5.33 -4.21 0.41  2.19
C26 4.75 -2.97 -0.38  -0.49
C27 5.83 -5.22 -0.57  -2.17
N3 4.43 -4.94 1.36  -0.21
O3 3.32 -5.39 0.64  -0.08
H39 2.22 -5.36 3.08  0.33
H40 3.81 -5.91 3.69  0.46
H41 3.05 -4.48 4.43  0.47
H42 2.16 -2.82 2.93  0.54
H43 3.41 -2.08 1.95  0.16
H44 2.34 -3.20 1.21  0.05
H45 4.85 -3.01 4.18  0.47
H46 5.84 -4.39 3.61  0.36
H47 5.72 -1.88 1.87  0.29
H48 7.01 -2.37 2.85  0.41
H49 7.05 -4.55 1.73  0.40
H50 7.25 -3.17 0.67  0.39
H51 5.16 -2.97 -1.36  0.73
H52 5.09 -2.02 0.06  -0.20
H53 3.70 -2.98 -0.41  -0.71
H54 5.08 -5.68 -1.22  0.34
H55 6.29 -6.10 -0.01  0.44
H56 6.65 -4.95 -1.22  0.43
H57 3.25 -6.36 0.77  0.27
C28 0.22 -4.58 -5.58  -1.88
C29 -0.74 -4.67 -4.35  1.98
C30 -1.99 -3.81 -4.62  -0.75
C31 -1.18 -6.10 -4.26  -1.64
C32 -1.91 -6.45 -2.97  -0.08
C33 -0.88 -6.12 -1.89  -1.76
C34 -0.46 -4.63 -1.83  2.92
C35 -1.63 -3.75 -1.34  0.26
C36 0.72 -4.61 -0.90  -1.34
N4 0.08 -4.35 -3.15  -0.12
O4 0.58 -2.99 -3.35  1.00
H58 0.59 -3.55 -5.74  0.01
H59 1.03 -5.29 -5.50  0.39
H60 -0.40 -4.85 -6.43  0.51
H61 -2.45 -4.19 -5.51  0.65
H62 -2.68 -3.97 -3.83  0.01
H63 -1.76 -2.77 -4.73  -0.52
H64 -1.86 -6.28 -5.10  0.51
H65 -0.34 -6.77 -4.27  0.35
H66 -2.83 -5.93 -2.80  -0.02
H67 -2.03 -7.53 -2.91  0.44
H68 0.04 -6.69 -2.05  0.42
H69 -1.28 -6.41 -0.90  0.33
H70 -2.48 -3.87 -1.97  -0.34
H71 -1.32 -2.69 -1.37  -0.83
H72 -1.90 -4.01 -0.30  -0.01
H73 1.01 -3.54 -0.72  -0.99
H74 1.64 -4.98 -1.43  0.48
H75 0.56 -5.29 -0.03  0.47
H76 -0.17 -2.50 -3.70  -0.56
C37 4.75 2.13 -2.67  -1.98
C38 4.93 0.74 -3.29  2.01
C39 5.84 -0.07 -2.27  -2.20
C40 3.56 0.04 -3.32  0.42
C41 3.66 -1.29 -4.11  1.27
C42 4.06 -1.00 -5.52  -1.56
C43 5.41 -0.34 -5.61  2.11
C44 6.50 -1.37 -5.33  -1.92
C45 5.69 0.20 -7.00  -1.91
N5 5.37 0.86 -4.72  0.37
O5 6.65 1.42 -4.70  -0.55
H77 4.30 1.92 -1.72  0.01
H78 5.69 2.62 -2.61  0.94
H79 3.99 2.75 -3.18  0.21
H80 6.87 0.21 -2.30  0.47
H81 5.52 0.05 -1.22  0.26
H82 5.78 -1.10 -2.50  0.60
H83 3.14 -0.01 -2.28  -0.08
H84 2.95 0.74 -3.88  -0.76
H85 4.39 -2.00 -3.68  0.11
H86 2.71 -1.86 -4.13  -1.05
H87 3.29 -0.43 -6.01  -0.09
H88 4.20 -1.98 -6.01  0.68
H89 6.31 -2.18 -4.67  0.31
H90 7.42 -0.88 -4.99  0.42
H91 6.72 -1.96 -6.22  0.45
H92 4.95 0.96 -7.23  0.41
H93 5.74 -0.61 -7.76  0.37
H94 6.74 0.63 -7.12  0.36
H95 6.57 2.37 -4.76  0.34
C46 -4.26 7.38 6.31  -2.07
C47 -3.58 6.13 5.75  1.94
C48 -4.39 5.61 4.55  -1.55
C49 -2.14 6.37 5.42  -1.66
C50 -1.44 5.10 4.99  2.06
C51 -1.53 4.02 6.00  -1.38
C52 -2.93 3.79 6.63  1.49
C53 -3.75 2.76 5.72  -1.66
C54 -2.71 3.02 7.99  -1.89
N6 -3.52 5.12 6.88  -0.09
O6 -4.90 4.88 7.30  -0.48
H96 -3.67 7.74 7.15  0.43
H97 -4.35 8.22 5.63  0.40
H98 -5.26 7.15 6.71  0.38
H99 -4.74 6.49 4.03  0.48
H100 -3.86 5.07 3.79  0.08
H101 -5.31 5.13 4.88  0.33
H102 -1.97 7.22 4.70  0.39
H103 -1.64 6.65 6.32  0.48
H104 -1.69 4.80 3.96  -0.62
H105 -0.34 5.37 4.95  -0.61
H106 -0.87 4.27 6.86  0.39
H107 -1.18 3.05 5.59  0.22
H108 -3.28 1.80 5.91  0.47
H109 -3.68 3.00 4.69  0.38
H110 -4.80 2.67 5.97  0.39
H111 -3.66 2.97 8.49  0.45
H112 -2.01 3.62 8.56  0.52
H113 -2.31 2.04 7.76  0.34
H114 -4.84 4.90 8.29  0.37
C55 0.45 -0.50 -1.16  -0.01
C56 0.01 -0.07 0.23  2.71
C57 -0.67 -1.25 0.99  -1.77
C58 1.16 0.50 1.06  -0.22
C59 0.75 1.24 2.36  -1.30
C60 -0.20 2.36 2.00  0.43
C61 -1.39 1.89 1.11  2.01
C62 -2.39 1.12 2.03  -1.22
C63 -2.04 3.19 0.55  -1.24
N7 -0.88 1.14 0.02  0.37
O7 -2.04 0.75 -0.79  0.60
H115 0.79 0.39 -1.73  0.15
H116 1.31 -1.14 -1.14  0.11
H117 -0.45 -0.90 -1.73  -1.41
H118 -0.11 -2.18 0.80  0.08
H119 -0.61 -1.13 2.04  0.84
H120 -1.70 -1.45 0.72  0.18
H121 1.90 -0.25 1.32  -0.27
H122 1.70 1.29 0.47  -0.39
H123 0.17 0.58 3.01  0.34
H124 1.68 1.58 2.75  0.53
H125 0.34 3.20 1.49  -0.11
H126 -0.69 2.82 2.90  -0.93
H127 -3.29 1.02 1.41  0.20
H128 -2.67 1.81 2.80  0.10
H129 -2.02 0.19 2.31  0.06
H130 -3.08 3.13 0.26  0.31
H131 -1.47 3.41 -0.36  -0.10
H132 -1.94 3.94 1.33  0.11
H133 -1.81 0.93 -1.67  -0.36
C64 -5.13 -3.68 2.45  -1.86
C65 -3.94 -3.61 3.48  2.85
C66 -2.78 -4.25 2.80  -2.34
C67 -3.56 -2.18 3.86  -1.01
C68 -4.61 -1.56 4.79  -0.28
C69 -4.73 -2.42 6.02  -1.56
C70 -5.13 -3.90 5.74  1.79
C71 -4.95 -4.69 7.04  -2.03
C72 -6.62 -4.05 5.25  -1.52
N8 -4.20 -4.37 4.73  -0.02
O8 -4.61 -5.64 4.28  -0.49
H134 -4.66 -3.61 1.52  0.57
H135 -5.66 -4.66 2.52  0.30
H136 -5.86 -2.89 2.61  0.30
H137 -1.97 -4.45 3.48  0.55
H138 -3.08 -5.21 2.40  0.68
H139 -2.41 -3.59 2.02  -0.23
H140 -2.63 -2.20 4.37  0.58
H141 -3.37 -1.55 2.99  -0.11
H142 -4.34 -0.55 5.08  -0.11
H143 -5.47 -1.41 4.14  0.38
H144 -5.52 -2.08 6.65  0.49
H145 -3.84 -2.33 6.60  0.45
H146 -5.13 -5.78 6.91  0.38
H147 -5.64 -4.30 7.75  0.47
H148 -3.97 -4.60 7.46  0.45
H149 -6.99 -3.26 4.59  0.29
H150 -7.34 -4.23 6.09  0.39
H151 -6.78 -4.98 4.68  0.33
H152 -3.80 -6.16 4.45  0.37
C73 -5.61 -4.22 -2.36  -0.86
O9 -4.97 -3.03 -2.79  -0.13
C74 -5.58 -1.91 -2.19  -0.87
C75 -4.88 -0.69 -2.72  1.83
C76 -5.48 0.65 -2.26  -1.52
N9 -4.64 -0.75 -4.21  -0.51
H153 -5.48 -4.29 -1.33  0.26
H154 -5.21 -5.11 -2.87  0.24
H155 -6.65 -4.26 -2.62  0.39
H156 -6.66 -1.92 -2.50  0.43
H157 -5.54 -1.93 -1.04  0.17
H158 -3.88 -0.71 -2.33  -0.86
H159 -5.55 0.66 -1.17  0.36
H160 -6.55 0.82 -2.63  0.34
H161 -4.87 1.52 -2.51  0.28
H162 -5.52 -0.65 -4.71  0.30
H163 -4.33 -1.68 -4.48  0.09

***

ORCA calculation (ωB97M-V/def2-TZVPD) on 7 unconnected molecules or ions with the total composition C53H128F3N4O7P2S in a non-equilibrium geometry.

Net charge: +5
LUMO energy, Eh: -0.315
Gap between HOMO and LUMO, eV: 9.93

Each line ends with the Mulliken charge.
Element x y z (Å)
C1 1.39 1.38 -6.96  -0.84
N1 1.99 0.39 -5.99  0.12
C2 3.39 0.10 -6.48  -0.94
C3 2.09 0.96 -4.61  -0.97
C4 1.27 -0.93 -5.99  -0.10
C5 -0.23 -0.89 -5.76  -0.74
O1 -0.45 -0.42 -4.43  -0.25
H1 1.97 2.29 -6.99  0.38
H2 0.37 1.59 -6.65  0.38
H3 1.46 0.92 -7.94  0.36
H4 3.35 -0.46 -7.40  0.44
H5 3.83 -0.52 -5.69  0.20
H6 3.96 1.02 -6.41  0.44
H7 1.10 1.22 -4.24  0.51
H8 2.66 1.88 -4.64  0.37
H9 2.58 0.23 -3.98  0.19
H10 1.79 -1.56 -5.27  -0.03
H11 1.42 -1.40 -6.97  0.44
H12 -0.70 -1.86 -5.93  0.49
H13 -0.64 -0.15 -6.45  0.33
H14 -1.36 -0.61 -4.16  0.19
C6 3.41 -2.22 4.50  -0.85
N2 2.77 -2.55 3.17  0.22
C7 3.60 -3.62 2.53  -1.06
C8 1.39 -3.09 3.44  -0.74
C9 2.62 -1.31 2.34  0.72
C10 3.88 -0.72 1.79  -1.08
O2 4.60 -1.56 0.88  -0.24
H15 2.81 -1.51 5.07  0.30
H16 4.44 -1.96 4.29  0.41
H17 3.42 -3.16 5.05  0.45
H18 3.31 -3.76 1.49  0.28
H19 3.46 -4.53 3.11  0.46
H20 4.63 -3.28 2.52  0.44
H21 0.73 -2.26 3.69  0.20
H22 1.42 -3.85 4.21  0.41
H23 1.02 -3.43 2.47  0.35
H24 2.14 -0.53 2.95  -0.24
H25 1.86 -1.40 1.55  -0.21
H26 4.60 -0.47 2.57  0.44
H27 3.62 0.25 1.34  0.48
H28 5.45 -1.12 0.74  0.22
C11 -3.15 -4.43 0.83  -0.91
N3 -4.07 -4.49 -0.32  0.03
C12 -3.26 -4.22 -1.58  -0.80
C13 -4.65 -5.86 -0.49  -0.86
C14 -5.21 -3.48 -0.22  -0.75
C15 -4.86 -2.01 -0.15  -0.08
O3 -4.48 -1.56 -1.45  -0.56
H29 -2.28 -5.04 0.59  0.41
H30 -3.62 -4.88 1.71  0.35
H31 -2.79 -3.42 1.01  0.35
H32 -2.75 -3.26 -1.47  0.24
H33 -3.97 -4.07 -2.39  0.35
H34 -2.61 -5.07 -1.74  0.43
H35 -5.38 -5.90 -1.29  0.38
H36 -5.12 -6.07 0.47  0.44
H37 -3.86 -6.61 -0.62  0.39
H38 -5.58 -3.75 0.78  0.37
H39 -6.02 -3.82 -0.87  0.46
H40 -4.13 -1.78 0.62  0.21
H41 -5.79 -1.51 0.10  0.22
H42 -3.64 -1.08 -1.34  0.54
C16 -1.81 2.90 7.57  -0.85
N4 -1.70 1.86 6.48  0.03
C17 -0.84 0.74 6.93  -0.88
C18 -3.10 1.34 6.31  -0.96
C19 -1.19 2.55 5.22  -0.66
C20 -0.73 1.63 4.10  -0.22
O4 -1.71 0.65 3.81  0.01
H43 -2.56 3.64 7.30  0.36
H44 -0.82 3.35 7.67  0.43
H45 -2.07 2.43 8.51  0.40
H46 0.19 1.08 7.09  0.37
H47 -0.76 0.03 6.10  0.27
H48 -1.25 0.34 7.85  0.42
H49 -3.41 0.67 7.11  0.44
H50 -3.11 0.73 5.41  0.35
H51 -3.81 2.16 6.29  0.38
H52 -0.32 3.10 5.57  0.41
H53 -2.00 3.21 4.91  0.18
H54 0.26 1.21 4.32  0.28
H55 -0.66 2.22 3.18  0.27
H56 -1.52 0.22 2.95  0.24
C21 1.87 -4.22 -1.12  -1.25
C22 2.14 -3.10 -2.15  0.53
C23 3.64 -2.89 -2.39  0.56
C24 4.26 -4.10 -3.10  -1.15
P1 6.06 -4.21 -3.04  1.04
C25 6.84 -2.78 -3.82  -1.11
C26 6.39 -2.54 -5.27  -0.61
C27 6.83 -1.20 -5.86  -0.50
C28 8.25 -1.30 -6.44  -1.32
C29 6.63 -4.37 -1.30  -0.33
C30 8.20 -4.46 -1.23  -0.42
C31 8.66 -4.24 0.20  -0.77
C32 8.31 -2.86 0.78  -0.72
C33 6.69 -5.66 -3.91  -1.22
C34 6.30 -7.03 -3.31  -0.83
C35 7.13 -8.18 -3.81  -0.51
C36 6.36 -9.51 -3.61  -1.33
H57 1.80 -5.20 -1.61  0.43
H58 0.93 -4.11 -0.60  0.29
H59 2.73 -4.32 -0.45  0.08
H60 1.71 -2.21 -1.70  -0.59
H61 1.48 -3.30 -2.99  0.37
H62 4.04 -2.71 -1.39  -0.61
H63 3.85 -2.01 -3.02  0.17
H64 3.98 -4.10 -4.16  0.58
H65 3.85 -5.05 -2.76  0.69
H66 7.91 -2.97 -3.77  0.70
H67 6.56 -1.89 -3.23  0.50
H68 5.31 -2.65 -5.40  0.28
H69 6.73 -3.35 -5.92  0.33
H70 6.83 -0.48 -5.04  0.36
H71 6.17 -0.76 -6.62  0.23
H72 8.95 -1.29 -5.59  0.32
H73 8.53 -0.49 -7.11  0.39
H74 8.46 -2.26 -6.92  0.33
H75 6.24 -5.30 -0.89  0.79
H76 6.29 -3.53 -0.70  -0.33
H77 8.68 -3.69 -1.83  0.15
H78 8.36 -5.49 -1.55  0.34
H79 9.73 -4.39 0.35  0.40
H80 8.20 -5.03 0.81  0.37
H81 8.78 -2.11 0.15  0.30
H82 8.75 -2.74 1.77  0.45
H83 7.25 -2.71 0.97  -0.17
H84 7.76 -5.57 -4.07  0.51
H85 6.33 -5.59 -4.94  0.77
H86 5.23 -7.17 -3.53  0.35
H87 6.31 -7.00 -2.22  0.41
H88 8.11 -8.32 -3.35  0.41
H89 7.32 -8.23 -4.89  0.33
H90 5.67 -9.82 -4.40  0.33
H91 5.75 -9.46 -2.70  0.34
H92 7.01 -10.38 -3.49  0.39
C37 -8.45 5.17 -1.81  -1.07
C38 -8.59 6.52 -1.09  -0.80
C39 -8.01 6.67 0.30  -0.47
C40 -6.49 6.45 0.31  -0.84
P2 -5.75 6.32 1.95  0.44
C41 -6.25 7.61 3.10  -1.16
C42 -5.86 9.02 2.69  -0.80
C43 -6.22 10.12 3.69  -0.76
C44 -7.68 10.16 4.16  -1.22
C45 -3.93 6.25 1.78  -1.22
C46 -3.26 6.14 3.17  -0.67
C47 -1.74 5.87 3.12  -0.87
C48 -1.33 4.70 2.22  -0.89
C49 -6.30 4.74 2.68  -1.29
C50 -5.65 3.50 2.05  -0.13
C51 -5.72 2.23 2.86  -0.31
C52 -5.36 0.94 2.13  -1.32
H93 -7.59 4.58 -1.48  0.31
H94 -8.32 5.38 -2.87  0.29
H95 -9.33 4.53 -1.69  0.33
H96 -9.65 6.77 -1.05  0.45
H97 -8.24 7.29 -1.79  0.41
H98 -8.55 5.97 0.95  0.35
H99 -8.21 7.67 0.68  0.27
H100 -5.95 7.19 -0.28  0.71
H101 -6.32 5.46 -0.14  0.38
H102 -5.91 7.34 4.11  0.67
H103 -7.34 7.50 3.11  0.68
H104 -6.33 9.26 1.72  0.35
H105 -4.83 9.12 2.30  0.42
H106 -5.72 11.01 3.29  0.43
H107 -5.63 9.96 4.60  0.31
H108 -7.82 9.41 4.92  0.34
H109 -8.43 10.18 3.37  0.32
H110 -7.87 11.15 4.58  0.38
H111 -3.71 7.26 1.42  0.80
H112 -3.68 5.52 1.02  0.61
H113 -3.75 5.32 3.70  0.29
H114 -3.50 7.02 3.76  0.43
H115 -1.46 5.56 4.13  0.31
H116 -1.20 6.80 2.95  0.44
H117 -0.36 4.33 2.53  0.46
H118 -1.31 4.97 1.16  0.55
H119 -2.08 3.90 2.26  0.01
H120 -7.37 4.73 2.44  0.80
H121 -6.21 4.78 3.77  0.65
H122 -4.58 3.69 1.86  -0.10
H123 -6.06 3.38 1.04  0.34
H124 -6.72 2.07 3.26  0.44
H125 -5.10 2.29 3.76  -0.09
H126 -5.24 0.15 2.87  0.51
H127 -4.40 0.99 1.61  0.16
H128 -6.09 0.71 1.35  0.44
C53 0.49 0.78 -0.89  0.22
F1 1.27 0.04 -1.67  -0.11
F2 1.20 1.43 0.02  -0.20
F3 -0.13 1.69 -1.64  -0.18
S1 -0.78 -0.37 -0.10  0.69
O5 -1.09 0.33 1.15  -0.77
O6 -1.90 -0.49 -1.01  -0.71
O7 -0.06 -1.62 0.19  -0.51

***

ORCA calculation (ωB97M-V/def2-TZVPD) on 2 unconnected molecules or ions with the total composition C4H13NO2 in a non-equilibrium geometry.

Net charge: 0
LUMO energy, Eh: 0.029
Gap between HOMO and LUMO, eV: 9.93

Each line ends with the natural charge from an NBO analysis.
Element x y z (Å)
C1 0.57 -1.60 1.14  -0.62
C2 -0.69 -1.47 0.28  -0.22
N1 -1.66 -0.53 0.91  -0.67
C3 -1.89 0.72 0.24  -0.24
C4 -0.84 1.76 0.71  -0.07
O1 -0.43 1.52 2.05  -0.74
H1 0.25 -1.84 2.15  0.20
H2 1.16 -0.68 1.19  0.22
H3 1.18 -2.46 0.88  0.21
H4 -1.19 -2.41 0.07  0.19
H5 -0.39 -1.00 -0.67  0.18
H6 -2.46 -1.01 1.26  0.38
H7 -2.92 1.09 0.39  0.20
H8 -1.73 0.64 -0.83  0.18
H9 0.03 1.64 0.06  0.15
H10 -1.18 2.79 0.64  0.18
H11 -0.78 0.63 2.27  0.48
O2 4.25 1.14 -4.36  -0.93
H12 3.97 0.29 -4.76  0.46
H13 4.75 0.79 -3.61  0.46

***

ORCA calculation (ωB97M-V/def2-TZVPD) on 2 unconnected molecules or ions with the total composition C5H7N3O in a non-equilibrium geometry.

Net charge: 0
LUMO energy (spin up / spin down), Eh: 0.000 / 0.000
Gap between HOMO and LUMO (spin up / spin down), eV: 7.62 / 7.67

Each line ends with the natural charge from an NBO analysis.
Element x y z (Å)
C1 -2.32 -0.41 0.85  -0.28
C2 -2.20 -1.00 -0.42  -0.27
C3 -1.36 0.55 1.02  -0.04
C4 -1.24 -0.28 -1.11  -0.08
C5 2.16 -0.09 0.26  0.61
N1 -0.71 0.69 -0.22  -0.15
N2 3.48 -0.16 0.25  -0.88
N3 0.17 1.63 -0.51  -0.41
O1 1.28 -0.78 0.62  -0.53
H1 -3.05 -0.69 1.53  0.22
H2 -2.79 -1.87 -0.81  0.23
H3 -1.14 1.26 1.74  0.22
H4 -0.82 -0.11 -2.10  0.21
H5 0.56 1.62 -1.49  0.33
H6 4.01 -0.86 0.83  0.40
H7 3.98 0.49 -0.45  0.43

***

Energy / eV: -113283.1342 -114851.8385 -9943.1566 -11811.8583
Energy relative to the best compared isomer or geometry (same formula, charge and spin) / eV: 1.5419 2.1440 1.0400 4.5312